Entry from the OMol25 dataset: 4 unconnected molecules or ions with the total composition C16H27BF2O8Si (ωB97M-V/def2-TZVPD).

Output
Electronic energy, eV: -47402.7298
E_LUMO, eV: 0.13

```
! wB97M-V def2-TZVPD RIJCOSX def2/J DEFGRID3
* xyz 0 1
H 1.38372 9.18097 -0.96847
O 1.71941 8.72816 1.01220
C 0.31188 -5.01104 1.68321
H 1.90547 -6.50754 1.72684
C 1.48535 -5.71650 2.35257
C 2.29372 -3.69014 1.64867
C 2.17442 8.74645 -0.35302
H 1.07423 2.72620 2.48320
H -2.78798 1.10290 -1.69336
H -1.18988 0.95230 -0.98490
C 1.40809 6.57020 0.15397
C -1.93084 -6.43522 -2.89174
H 0.44070 6.46847 -0.34031
C 1.22613 7.50802 1.32585
Si -0.17252 2.00013 2.14097
H 1.25537 -6.12773 3.33214
H -3.00471 -6.39979 -3.08603
C -1.94862 1.67079 -1.29274
O -1.07078 -1.36445 2.60092
H -0.64912 4.83480 1.46367
H -1.53030 2.27049 -2.10255
H -1.55250 -5.37897 -4.79590
H -1.60268 -7.47022 -2.93132
O 2.49464 -4.70052 2.52405
C -0.68856 -0.76620 1.66211
C -1.14526 -5.48643 -3.79322
H -0.11315 -5.82840 -3.88000
H 0.46718 -3.03355 0.73294
H 1.12246 -0.05325 2.35720
H -0.32473 -3.54936 -3.13349
H -0.30641 -4.52523 2.43966
O -1.22555 -4.59733 -1.61535
O -1.87447 -6.38038 -0.44277
O -0.80610 4.40324 0.61417
H 3.05328 9.38387 -0.40500
H 3.44790 7.00710 -0.39001
B -1.22668 3.09938 0.76647
C 1.03138 -3.95308 0.85405
H 1.72097 5.59171 0.50746
F -1.00850 1.80917 3.50659
F -1.24590 -1.00395 0.43566
O 0.71469 7.27128 2.38271
H 2.35712 7.08662 -1.77429
O 3.04640 -2.76103 1.55972
H -2.89099 3.46711 -0.56755
H 0.87762 0.29705 0.64955
C -1.69206 -5.86522 -1.50682
C 2.44266 7.28583 -0.70851
H -2.09629 -3.60897 -3.19711
C 0.38189 0.26620 1.62069
H 1.31370 -4.32350 -0.13377
C -1.19322 -4.18801 -2.99314
C -2.39900 2.58964 -0.13676
H -0.32261 -5.67519 1.10338
H -3.15097 2.08310 0.47753
*
```